Formula: C11H14N2
Source: the OMol25 dataset
Level of theory: ωB97M-V/def2-TZVPD

Last column: Löwdin charge in e.
Atoms and positions in Å:
C (-2.954, 0.311, -1.189)  -0.120
H (3.212, 0.261, 1.311)  0.086
N (0.112, -0.941, -0.029)  0.107
C (-1.815, -0.748, 1.251)  -0.002
H (-3.493, 0.141, 2.116)  0.055
H (0.552, 1.222, 1.226)  0.136
C (2.244, 1.837, 0.333)  -0.252
H (-4.965, 0.584, 0.134)  0.142
H (2.665, 2.353, 1.279)  0.139
N (2.389, -0.304, -0.785)  0.005
C (1.044, 0.010, -0.342)  -0.274
C (-1.667, -0.234, -1.185)  -0.119
C (-3.012, -0.001, 1.199)  -0.131
H (-1.384, -1.641, 1.991)  0.170
H (2.829, -1.651, 1.244)  0.108
C (-3.751, 0.503, 0.027)  -0.075
H (3.886, -2.151, -0.277)  0.063
H (1.968, -2.832, -0.241)  0.106
C (-1.152, -0.680, -0.077)  -0.445
H (2.522, 2.309, -0.680)  0.129
H (-1.190, -0.003, -2.277)  0.171
C (2.774, -1.897, -0.010)  -0.044
C (3.236, 0.547, 0.243)  -0.179
H (-3.427, 0.429, -2.231)  0.111
H (0.042, 2.310, -0.270)  0.202
H (4.236, 0.777, -0.053)  0.093
C (0.894, 1.455, 0.156)  -0.183

Calculated values
Orbital gap   8.27 eV
SMILES   CN1CCC/C1=N\c1ccccc1
Charge   0
HOMO energy   -7.633 eV

Formula: C2H4N2O
Source: the OMol25 dataset
Level of theory: ωB97M-V/def2-TZVPD

Last column: Löwdin charge in e.
Atoms and positions in Å:
N (-0.802, -0.804, 1.397)  0.137
H (0.279, -0.641, -1.729)  0.131
O (-0.619, 1.118, -2.201)  0.027
C (0.277, -0.368, 0.912)  -0.239
C (-0.044, 0.376, -1.439)  -0.383
H (1.347, -0.492, 0.978)  0.106
H (-0.876, -1.525, 2.128)  0.070
H (0.112, 1.648, 0.103)  0.132
N (0.326, 0.688, -0.151)  0.019

Calculated values
Orbital gap   10.77 eV
SMILES   [H]/N=C/NC=O
Charge   0
HOMO energy   -9.969 eV

Formula: C2H8S3
Source: the OMol25 dataset
Level of theory: ωB97M-V/def2-TZVPD

Last column: Löwdin charge in e.
Atoms and positions in Å:
H (-1.056, -2.175, -0.516)  0.044
C (-1.875, -1.461, -0.381)  -0.549
H (4.397, 3.706, 0.303)  -0.171
H (-3.920, -2.437, -0.697)  0.071
H (0.221, -0.171, -0.797)  -0.206
S (5.141, 4.139, 1.448)  0.193
H (-3.852, -0.769, -1.263)  0.036
S (-0.985, 0.209, -0.464)  0.621
H (-2.258, -1.457, 0.716)  0.064
H (-2.976, -1.923, -2.220)  0.063
S (4.762, 2.340, 2.826)  0.264
H (5.679, 1.663, 2.227)  -0.285
C (-3.280, -1.663, -1.182)  -0.144

Calculated values
Orbital gap   8.39 eV
SMILES   CCS.SS
Charge   0
HOMO energy   -8.972 eV

Formula: C24H37BrF3N5O4PdSSi
Source: the OMol25 dataset
Level of theory: ωB97M-V/def2-TZVPD

Last column: Löwdin charge in e.
Atoms and positions in Å:
H (0.781, 2.719, 1.659)  0.089
S (3.365, 0.506, -0.782)  0.476
H (-0.665, 5.662, -1.951)  0.111
H (-1.691, -3.188, 2.218)  0.070
C (-2.948, -2.022, 0.864)  -0.638
H (0.851, -1.607, -2.094)  0.043
H (-4.704, -1.090, 1.731)  0.087
C (0.019, 0.792, -3.104)  -0.263
C (0.470, -2.627, -1.999)  -0.112
H (-1.729, -1.469, 2.608)  0.052
C (2.156, -0.007, 4.304)  -0.497
H (1.586, -3.476, 0.384)  0.094
C (-0.730, -4.280, -0.580)  -0.099
C (0.863, -2.654, 0.438)  -0.096
C (-3.942, -0.859, 0.977)  -0.112
N (3.144, -0.373, 3.468)  0.208
H (0.451, -2.646, 1.450)  0.069
C (0.864, 0.449, 3.670)  -0.089
H (0.662, -1.165, -4.534)  0.086
C (0.387, 5.585, -0.077)  -0.095
C (-0.330, 5.042, -1.131)  -0.044
H (-2.028, -1.383, -2.969)  0.002
O (2.056, 0.620, -1.401)  -0.350
H (3.133, -0.222, 2.465)  0.056
C (-2.329, -2.302, 2.237)  -0.090
C (-0.624, 3.691, -1.119)  -0.138
F (3.202, 3.143, -1.140)  0.104
H (-1.951, 2.139, 4.471)  0.115
H (-4.307, -3.097, -0.479)  0.072
C (-1.481, 1.289, 2.572)  -0.142
H (2.006, 2.324, -5.044)  0.094
C (3.769, 2.261, -0.295)  -0.640
C (-1.227, 1.576, 3.899)  -0.020
C (0.529, 0.189, 2.351)  -0.072
F (3.310, 2.541, 0.935)  0.095
H (0.089, -4.968, -0.818)  0.087
Si (-1.651, -1.580, -0.493)  0.661
N (-0.630, 0.589, 1.810)  -0.079
H (-2.383, 1.637, 2.091)  0.105
H (-3.162, -4.154, 0.351)  0.059
H (1.637, -0.217, -5.675)  0.094
H (-4.519, -3.457, 1.231)  0.086
C (0.457, 3.393, 0.877)  -0.189
H (-3.511, -1.067, -2.084)  0.029
N (-0.236, 2.876, -0.134)  0.019
H (0.634, 6.638, -0.045)  0.110
H (0.211, 1.320, 5.499)  0.128
C (-3.770, -3.256, 0.457)  -0.101
H (1.460, 2.783, -3.411)  0.088
Pd (-0.831, 0.603, -0.251)  0.682
H (-0.209, -2.841, -2.829)  0.072
C (1.867, 1.980, -4.019)  -0.020
C (-2.620, -1.697, -2.112)  -0.207
C (-0.209, -2.838, -0.640)  -0.633
H (2.820, 1.670, -3.589)  0.082
H (1.201, -0.333, 1.689)  0.081
H (1.422, -1.733, 0.272)  0.040
H (-2.942, -2.728, -2.284)  0.032
H (-3.122, -2.488, 2.970)  0.086
H (2.329, -0.724, -4.108)  0.100
H (4.011, -0.654, 3.895)  0.122
O (4.431, 0.146, -1.677)  -0.290
C (1.423, -0.395, -4.622)  -0.016
C (-0.041, 1.139, 4.462)  0.024
H (-1.094, -4.542, 0.415)  0.067
F (5.081, 2.481, -0.297)  0.137
C (0.778, 4.739, 0.942)  -0.669
H (-1.533, -4.466, -1.297)  0.075
N (0.941, 0.846, -4.018)  -0.164
H (-4.459, -0.681, 0.031)  0.073
H (-1.190, 3.232, -1.919)  0.094
H (-3.458, 0.071, 1.262)  0.030
O (3.347, -0.179, 0.500)  -0.335
Br (1.743, 5.383, 2.425)  0.789
O (2.246, -0.033, 5.519)  0.054
H (1.327, -3.304, -2.091)  0.095
N (-0.804, 0.748, -2.286)  0.074

Calculated values
Orbital gap   8.48 eV
Charge   0
HOMO energy   -8.594 eV

How do the records compare in energy above the lowest of the compared OMol25 structures with the same formula, charge and spin? In the order shown, they have 191.7 27.1 31.4 2.0 kcal per mole.
How do the records compare in LUMO energy? In the order shown, they have 0.023 0.029 -0.022 -0.004 Eh.